# 1
2 unconnected molecules or ions with the total composition C5H13NO3 at a distorted geometry, computed with ωB97M-V/def2-TZVPD.

XYZ file:
```
22
Properties=species:S:1:pos:R:3:forces:R:3
O -0.781 0.680 -0.136 0.0 -0.8 0.8
O 0.549 -1.260 0.635 0.5 0.1 -0.7
O 0.721 1.767 -2.277 -0.1 -0.2 0.4
N 1.180 -0.426 -1.652 -0.4 0.2 0.4
C -0.948 -0.326 2.225 0.0 0.0 -0.2
C 1.175 0.858 -1.415 0.8 -0.5 -0.8
C -1.776 -1.576 0.156 0.1 0.1 0.1
C -0.652 -0.774 0.801 -0.4 1.0 -0.6
C 2.056 1.413 -0.349 -0.3 0.0 0.1
H 1.664 2.366 -0.005 0.0 0.0 0.0
H -0.821 1.427 0.473 -0.1 -0.2 0.1
H -0.163 0.347 2.567 0.0 0.0 0.0
H 0.019 1.397 -2.830 0.1 0.0 0.0
H -1.917 0.168 2.301 0.0 0.0 0.0
H 3.051 1.569 -0.771 -0.1 0.0 0.0
H -0.948 -1.205 2.874 0.0 0.0 0.0
H 0.977 -1.031 -0.627 -0.1 0.2 0.5
H -1.531 -1.767 -0.888 0.0 0.0 0.0
H 2.111 0.701 0.471 0.0 0.0 0.0
H 0.616 -0.738 -2.434 0.0 0.1 0.0
H -2.728 -1.052 0.212 0.0 0.0 0.0
H -1.855 -2.537 0.670 0.0 0.0 0.0
```
Forces are in eV/Å.

Its total charge is 0. The calculation puts the HOMO-LUMO gap at 9.4 eV. For the lowest unoccupied orbital energy, the calculation gives 0.01938 Eh. The HOMO energy is -8.853 eV. Its max |F| is 1.251 eV Å⁻¹. Its total energy is -478.74837 hartree. The calculation puts the relative energy (zero: lowest compared OMol25 entry of this formula, charge and spin) at 1.8244 eV.

---

# 2
A molecular structure, C5H13NOP at a distorted geometry, computed with ωB97M-V/def2-TZVPD.

XYZ file:
```
21
Properties=species:S:1:pos:R:3:forces:R:3
P -1.281 0.188 1.456 -0.8 -0.5 1.2
O -0.651 0.975 2.736 0.8 -0.8 -0.9
N -1.949 -1.088 -0.343 1.3 -0.5 0.9
C -0.056 -0.987 -2.058 1.1 3.0 -1.6
C -0.526 -0.923 -0.710 -2.6 2.5 0.9
C 1.889 1.520 -0.187 0.1 0.3 -0.6
C 1.473 0.195 0.383 0.5 -2.6 1.1
C 0.039 -0.205 0.269 -0.6 0.2 1.2
H 1.065 -0.790 -1.985 -1.4 -0.7 -0.9
H 2.913 1.765 0.100 -0.1 -0.1 -0.2
H -0.417 -1.823 -2.593 0.2 -1.1 -0.7
H -2.053 -0.872 2.136 1.0 1.1 -0.7
H 0.257 0.652 2.904 -0.4 0.4 0.3
H -2.160 1.221 1.100 0.0 -0.5 -0.4
H 1.261 2.304 0.206 -0.3 0.3 0.4
H -0.524 -0.022 -2.634 1.1 -2.2 1.3
H -2.727 -1.085 -0.966 -0.1 0.7 -1.3
H 1.763 1.598 -1.266 0.2 -0.2 -0.1
H 1.816 0.192 1.458 -0.5 -0.3 -0.9
H 1.863 -0.806 -0.039 0.8 2.0 0.3
H -1.995 -2.009 0.033 -0.3 -1.0 0.7
```
Forces are in eV/Å.

Its total charge is +1. The calculation puts the HOMO-LUMO gap at 10.3 eV. For the lowest unoccupied orbital energy, the calculation gives -0.13646 Eh. The HOMO energy is -14.011 eV. Its max |F| is 3.787 eV Å⁻¹. Its total energy is -669.36681 hartree. The calculation puts the relative energy (zero: lowest compared OMol25 entry of this formula, charge and spin) at 0.6585 eV.

---

# 3
2 unconnected molecules or ions with the total composition C5H13NOS at a distorted geometry, computed with ωB97M-V/def2-TZVPD.

XYZ file:
```
21
Properties=species:S:1:pos:R:3:forces:R:3
S -1.704 -3.472 0.660 0.8 0.2 0.8
O -0.715 0.687 0.474 -0.1 -1.2 -1.0
N 0.690 0.115 -1.293 0.2 0.7 -0.4
C 1.042 2.106 0.180 -0.5 0.5 0.1
C -0.263 -2.419 1.242 -1.7 0.1 1.0
C 0.241 0.882 -0.261 -0.5 1.2 1.7
C 2.125 2.666 -0.690 0.6 1.3 0.0
C -2.719 -2.098 0.190 -0.8 1.0 -1.1
H 1.389 1.874 1.192 0.3 -0.3 -0.3
H 2.434 3.665 -0.257 0.2 -1.3 -0.3
H -0.115 -1.591 0.567 0.5 -0.4 -0.7
H -2.905 -1.383 0.990 0.7 0.1 0.0
H 0.544 -3.118 1.420 0.4 0.2 -0.2
H 1.776 2.978 -1.685 -0.1 -0.5 0.1
H -0.502 -1.836 2.173 0.0 -1.0 -0.5
H -2.223 -1.670 -0.690 -0.1 0.6 0.5
H -3.741 -2.246 -0.184 0.2 -1.1 0.2
H 1.242 0.635 -1.968 0.0 -0.4 0.2
H 0.138 -0.628 -1.694 -0.2 0.1 0.3
H 2.953 1.953 -0.780 0.1 0.5 -0.1
H 0.313 2.903 0.414 0.0 -0.5 -0.4
```
Forces are in eV/Å.

Its total charge is 0. The calculation puts the HOMO-LUMO gap at 8.9 eV. For the lowest unoccupied orbital energy, the calculation gives 0.02613 Eh. The HOMO energy is -8.179 eV. The structure (SMILES) is CCC(N)=O.CSC. Its max |F| is 2.116 eV Å⁻¹. Its total energy is -726.47644 hartree. The calculation puts the relative energy (zero: lowest compared OMol25 entry of this formula, charge and spin) at 0.6711 eV.

---

# 4
A single C5H13NOS molecule at a distorted geometry, computed with ωB97M-V/def2-TZVPD.

XYZ file:
```
21
Properties=species:S:1:pos:R:3:forces:R:3
S -0.041 2.930 -0.202 0.0 0.0 0.1
O 1.624 -3.126 -0.722 0.1 0.0 0.0
N -0.946 -0.655 -0.760 0.2 -0.2 0.2
C 0.815 -2.314 0.134 -0.3 -1.1 0.0
C 0.618 1.467 0.687 -0.1 0.1 -0.5
C -0.509 0.731 1.354 -1.3 -0.9 0.0
C -1.500 -0.030 0.420 -0.3 0.1 0.1
C -0.469 -2.019 -0.644 -0.2 0.2 -0.3
H -1.100 1.424 1.945 -0.1 0.3 0.1
H -0.271 -2.343 -1.666 0.0 -0.3 0.0
H -0.216 -0.025 2.085 0.8 0.2 -0.1
H -0.231 -0.091 -1.191 -0.1 0.3 -0.2
H 1.148 0.877 -0.056 0.1 -0.3 0.1
H 0.555 -2.876 1.043 0.2 0.1 0.0
H -2.350 0.581 0.102 0.3 0.5 0.0
H 2.495 -3.246 -0.328 -0.1 0.0 0.0
H 1.135 3.553 -0.338 0.0 0.0 -0.1
H -1.986 -0.802 1.030 0.2 0.0 -0.1
H -1.301 -2.610 -0.257 0.1 -0.1 0.0
H 1.366 -1.441 0.413 0.2 0.8 0.2
H 1.326 1.793 1.422 0.4 0.3 0.4
```
Forces are in eV/Å.

Its total charge is 0. The calculation puts the HOMO-LUMO gap at 9.4 eV. For the lowest unoccupied orbital energy, the calculation gives 0.02615 Eh. The HOMO energy is -8.642 eV. The structure (SMILES) is OCCNCCCS. Its max |F| is 1.556 eV Å⁻¹. Its total energy is -726.45099 hartree. The calculation puts the relative energy (zero: lowest compared OMol25 entry of this formula, charge and spin) at 1.3635 eV.

---

# 5
2 unconnected molecules or ions with the total composition C5H13NOS at a distorted geometry, computed with ωB97M-V/def2-TZVPD.

XYZ file:
```
21
Properties=species:S:1:pos:R:3:forces:R:3
S -4.282 0.177 0.382 0.9 -1.0 1.9
O 2.229 0.146 -0.961 0.9 1.7 -0.2
N -0.289 -0.785 0.246 1.0 2.2 0.7
C 2.018 0.212 0.471 -0.9 0.6 -2.0
C -3.589 -0.312 -0.996 0.6 -1.4 0.0
C 3.502 0.665 -1.415 1.6 -3.2 1.7
C 0.524 0.455 0.651 0.3 -1.0 0.3
C -3.543 -0.469 1.772 -1.8 1.6 -2.1
H 3.632 0.764 -2.496 -0.8 0.3 0.3
H 2.640 0.912 1.029 0.0 0.5 -0.4
H 3.964 1.454 -0.824 -0.9 0.8 -0.2
H -0.760 -0.463 -0.583 -0.2 -0.5 -0.5
H 2.254 -0.735 0.862 0.4 -1.6 0.7
H -2.928 -1.213 -1.100 -0.6 1.2 0.4
H -2.574 -0.907 1.526 -0.2 -0.2 1.0
H 0.468 -1.382 -0.027 -0.2 -0.9 -0.6
H 4.228 -0.171 -1.115 -0.4 0.8 -0.8
H 0.245 1.350 0.043 0.0 -0.6 1.0
H -4.155 -0.234 2.683 1.3 -0.5 -0.9
H -4.062 0.038 -1.885 -0.2 0.4 -0.4
H 0.476 0.498 1.739 -0.8 0.9 0.1
```
Forces are in eV/Å.

Its total charge is 0. The calculation puts the HOMO-LUMO gap at 7.9 eV. For the lowest unoccupied orbital energy, the calculation gives 0.01524 Eh. The HOMO energy is -7.437 eV. Its max |F| is 3.968 eV Å⁻¹. Its total energy is -726.31996 hartree. The calculation puts the relative energy (zero: lowest compared OMol25 entry of this formula, charge and spin) at 4.9291 eV.

---

# 6
A molecular structure, C5H13NP at a distorted geometry, computed with ωB97M-V/def2-TZVPD.

XYZ file:
```
20
Properties=species:S:1:pos:R:3:forces:R:3
P 1.396 1.083 -1.568 0.7 -0.3 -1.4
N -0.029 -1.238 -0.870 1.4 1.5 1.0
C -1.675 0.241 1.647 -0.8 -1.1 -1.3
C 0.647 -0.037 -0.321 -1.9 5.0 2.2
C 0.700 -2.450 -0.584 -3.4 -2.6 1.7
C -0.901 0.978 0.556 0.3 -2.9 -1.9
C 1.764 2.516 -0.846 -1.5 1.4 0.5
H -0.298 -1.126 -1.836 0.2 0.2 -0.7
H 0.053 -3.316 -0.958 1.6 1.0 0.2
H -0.844 -1.166 -0.319 -1.8 -0.8 0.5
H 1.160 2.841 0.071 1.6 -0.3 -1.1
H 0.732 -2.537 0.513 -0.1 0.0 -0.3
H 2.267 3.328 -1.469 -0.7 -1.3 1.0
H -2.076 -0.730 1.246 0.0 0.7 0.4
H 1.449 -0.009 0.473 -1.3 -1.6 -0.6
H -2.532 0.889 1.807 -0.5 -0.1 -0.1
H -1.331 0.040 2.651 1.1 0.1 -0.1
H -1.634 1.196 -0.301 1.4 -0.3 1.0
H -0.521 1.850 0.967 1.2 1.7 0.2
H 1.676 -2.352 -0.859 2.5 -0.2 -1.5
```
Forces are in eV/Å.

Its total charge is +1. The calculation puts the HOMO-LUMO gap at 9.0 eV. For the lowest unoccupied orbital energy, the calculation gives -0.14308 Eh. The HOMO energy is -12.876 eV. Its max |F| is 5.742 eV Å⁻¹. Its total energy is -594.01481 hartree. The calculation puts the relative energy (zero: lowest compared OMol25 entry of this formula, charge and spin) at 3.6570 eV.

---

# 7
A gas-phase ion, C5H13NS (charge -1) at a distorted geometry, computed with ωB97M-V/def2-TZVPD.

XYZ file:
```
20
Properties=species:S:1:pos:R:3:forces:R:3
S 1.523 1.434 2.501 0.0 -0.2 0.1
N 0.659 -0.551 -1.000 0.0 -0.2 -0.4
C -0.622 -0.058 -0.474 0.2 -0.2 -0.4
C -0.413 1.113 0.471 0.1 -0.2 0.7
C -0.042 0.688 1.917 -0.1 0.6 -0.5
C 1.101 -1.827 -0.517 0.3 -1.0 0.0
C -1.528 0.326 -1.634 -0.4 1.2 -1.0
H -0.768 1.106 2.606 -0.3 -0.1 0.3
H 0.391 1.746 0.101 0.0 0.1 -0.3
H -1.301 1.739 0.493 -0.2 0.0 0.1
H -2.051 -0.480 -2.162 0.3 -0.2 0.3
H 1.391 0.143 -1.011 -0.1 0.1 0.2
H 2.262 0.692 1.661 0.1 0.0 -0.1
H 0.467 -2.643 -0.891 -0.2 0.2 0.1
H -0.050 -0.397 2.016 0.2 0.0 0.2
H 2.086 -2.099 -0.902 0.1 0.4 -0.1
H -1.059 -0.913 0.046 -0.2 0.2 0.2
H -2.289 1.089 -1.388 0.1 -0.5 0.3
H -0.929 0.843 -2.401 0.1 -0.2 0.1
H 1.172 -1.953 0.569 -0.1 0.2 0.2
```
Forces are in eV/Å.

Its total charge is -1. The calculation puts the HOMO-LUMO gap (spin up / spin down) at 2.1 / 8.7 eV. For the lowest unoccupied orbital energy (spin up / spin down), the calculation gives 0.12567 / 0.12962 Eh. The HOMO energy (spin up / spin down) is 1.309 / -5.219 eV. Its max |F| is 1.611 eV Å⁻¹. As for the spin multiplicity: 2. Its total energy is -651.17034 hartree. The calculation puts the relative energy (zero: lowest compared OMol25 entry of this formula, charge and spin) at 0.2989 eV.

---

# 8
2 unconnected molecules or ions with the total composition C5H13NS at a distorted geometry, computed with ωB97M-V/def2-TZVPD.

XYZ file:
```
20
Properties=species:S:1:pos:R:3:forces:R:3
S -0.773 2.600 -1.985 -0.1 0.3 -0.3
N -0.702 -0.959 0.162 0.0 -0.7 0.9
C 0.889 -0.531 0.462 -2.2 1.1 -2.4
C -1.527 0.075 -0.455 0.1 0.3 -1.8
C 2.918 -1.808 1.159 -2.2 0.1 2.1
C -1.315 -1.317 1.424 -1.1 2.7 -0.6
C 1.650 -1.045 1.587 1.3 0.9 -3.6
H 2.490 -2.579 0.560 0.5 -0.7 -1.0
H -2.625 -0.037 -0.804 1.6 -1.0 1.3
H 1.773 -0.487 2.456 -0.8 0.6 1.9
H -1.509 0.964 0.172 -0.2 0.4 0.0
H 3.520 -1.079 0.624 0.4 -0.3 -0.2
H -2.350 -1.549 1.165 0.0 -0.3 0.4
H -1.831 2.253 -2.785 0.5 0.0 0.5
H 3.376 -2.277 2.051 0.2 0.5 -0.6
H -1.084 0.314 -1.443 0.0 0.2 0.7
H 1.218 -0.785 -0.536 0.9 -1.0 0.1
H 0.775 0.603 0.151 0.2 -1.0 1.8
H -1.335 -0.363 2.029 -0.1 -1.1 0.2
H -0.824 -2.110 1.917 0.8 -0.9 0.6
```
Forces are in eV/Å.

Its total charge is 0. The calculation puts the HOMO-LUMO gap at 3.3 eV. For the lowest unoccupied orbital energy, the calculation gives -0.12672 Eh. The HOMO energy is -6.775 eV. Its max |F| is 3.897 eV Å⁻¹. Its total energy is -650.96047 hartree. The calculation puts the relative energy (zero: lowest compared OMol25 entry of this formula, charge and spin) at 7.7142 eV.

---

# 9
2 unconnected molecules or ions with the total composition C5H13NS at a distorted geometry, computed with ωB97M-V/def2-TZVPD.

XYZ file:
```
20
Properties=species:S:1:pos:R:3:forces:R:3
S -3.726 -0.186 0.226 1.7 -1.6 1.5
N -2.230 0.056 -0.668 -0.9 0.0 0.6
C 0.127 1.312 1.408 0.5 -1.7 -2.2
C 1.913 -1.599 0.213 -1.8 3.6 0.3
C 0.881 1.258 -0.975 1.6 -0.8 -0.7
C 0.492 -0.925 0.066 -0.7 -0.5 2.1
C 0.454 0.639 0.301 1.0 -2.7 0.0
H -3.186 -1.268 1.027 -1.1 1.5 -1.2
H 1.187 0.568 -1.796 -0.5 0.1 0.8
H -0.254 0.766 2.211 -0.5 -0.4 1.5
H 0.084 1.814 -1.309 -2.0 1.4 -1.3
H -0.077 -1.588 0.791 -0.1 1.5 -0.4
H 2.388 -1.412 -0.669 1.7 0.0 -2.6
H 1.676 -2.584 0.324 0.2 -2.8 0.6
H -2.613 0.479 -1.506 0.8 0.3 -0.2
H -0.003 -1.143 -0.902 0.7 0.2 0.4
H -1.550 0.628 -0.120 -1.2 -0.2 -0.9
H 1.688 1.948 -0.931 0.8 0.7 0.6
H 2.541 -1.112 0.952 -0.3 -0.4 0.6
H 0.207 2.348 1.357 -0.1 1.7 0.5
```
Forces are in eV/Å.

Its total charge is 0. The calculation puts the HOMO-LUMO gap at 9.3 eV. For the lowest unoccupied orbital energy, the calculation gives 0.02962 Eh. The HOMO energy is -8.480 eV. The structure (SMILES) is C=C(C)CC.NS. Its max |F| is 4.049 eV Å⁻¹. Its total energy is -651.14833 hartree. The calculation puts the relative energy (zero: lowest compared OMol25 entry of this formula, charge and spin) at 2.6023 eV.

---

# 10
2 unconnected molecules or ions with the total composition C5H13NS at a distorted geometry, computed with ωB97M-V/def2-TZVPD.

XYZ file:
```
20
Properties=species:S:1:pos:R:3:forces:R:3
S 0.160 0.045 1.937 -0.5 -0.2 0.8
N -0.476 0.771 -1.247 0.1 -0.5 -1.5
C 0.035 2.117 -0.955 -0.9 -1.2 -0.1
C -0.927 -0.623 -3.232 1.1 1.9 2.0
C -0.306 -0.752 3.549 -0.9 0.6 -0.3
C 1.228 -1.204 1.213 0.9 0.0 0.8
C -0.145 0.245 -2.523 -1.2 -0.3 0.1
H -1.346 -0.459 3.844 0.8 0.2 -0.5
H -0.490 -1.154 -4.023 0.1 -0.5 -1.2
H -1.927 -0.806 -2.888 -0.3 -0.4 0.0
H 0.349 -0.375 4.353 -0.1 -0.8 -0.4
H -0.412 -1.837 3.391 0.7 0.3 0.4
H 2.152 -1.381 1.780 -0.2 0.3 0.2
H 1.559 -0.835 0.254 -0.3 0.0 -0.4
H -0.372 2.845 -1.631 -0.1 0.6 -0.5
H -1.424 0.512 -0.960 0.6 0.5 0.0
H -0.304 2.391 0.039 0.6 0.0 0.2
H 0.743 -2.161 1.156 -0.4 -0.3 -0.4
H 1.108 2.033 -1.107 0.2 0.5 0.5
H 0.795 0.630 -2.951 -0.2 -0.5 0.5
```
Forces are in eV/Å.

Its total charge is 0. The calculation puts the HOMO-LUMO gap at 8.8 eV. For the lowest unoccupied orbital energy, the calculation gives 0.03527 Eh. The HOMO energy is -7.852 eV. The structure (SMILES) is C=CNC.CSC. Its max |F| is 2.944 eV Å⁻¹. Its total energy is -651.18860 hartree. The calculation puts the relative energy (zero: lowest compared OMol25 entry of this formula, charge and spin) at 1.5064 eV.

---

Which of these has the lowest relative energy (zero: lowest compared OMol25 entry of this formula, charge and spin)?
number 7

---

Which of these has the highest relative energy (zero: lowest compared OMol25 entry of this formula, charge and spin)?
number 8

---

The lowest total charge belongs to which entry?
number 7